(1)
The following is a quantum chemistry calculation of a 5-piece molecular cluster, C52H62F3N8O2 overall in a non-equilibrium geometry, from OMol25.

ΔE to the lowest compared entry with this formula, charge and spin	0.0	kcal per mole
charge	+7
HOMO-LUMO gap	2.7	eV
E	-79018.954	eV

Geometry (Å):
F  -5.7430  0.5880  0.7223
F  -4.5898  -0.2317  2.3420
F  -5.9127  -1.4868  1.2839
O  -4.1685  -1.5691  -1.0937
O  -2.7961  0.1725  -0.1574
N  -2.5560  -5.3543  4.3065
N  1.0572  -2.3966  -6.4002
N  -4.3006  3.9182  -4.4232
N  -4.4053  -9.1294  -1.3532
N  0.7869  5.1978  4.7188
N  5.0601  -1.6693  -0.6295
N  2.3932  5.1772  -2.9686
N  7.0776  5.3675  7.8561
C  -0.6433  4.8622  4.4307
C  2.2428  -2.9972  -6.2003
C  -1.9016  -6.8258  2.5051
C  6.2126  4.3292  7.9328
C  -4.6470  -7.7694  -1.3078
C  -3.7467  -5.1855  3.7309
C  1.6344  4.1505  4.6947
C  3.3296  -1.7637  -2.7397
C  5.5197  -1.5193  -1.8731
C  -3.2078  -6.8224  2.0308
C  6.0023  -1.6582  0.4462
C  4.9973  4.3276  7.2714
C  0.4858  -1.5704  -5.4138
C  0.3885  -2.4505  -7.6881
C  -2.0766  3.6731  -5.1094
C  2.0086  5.1938  -4.2812
C  2.4125  -1.9810  -3.9311
C  -2.5895  4.4873  -2.9008
C  2.9591  4.2129  5.0170
C  -4.9569  -0.4828  1.1160
C  -5.3456  -1.5858  -3.3463
C  4.6717  -1.5674  -2.9484
C  1.1908  6.3593  5.2662
C  0.7157  4.6973  -4.6283
C  2.8462  -1.9643  -1.4010
C  1.5720  4.8080  -1.9753
C  4.6303  5.4127  6.4441
C  -3.9384  4.3260  -3.1817
C  -2.2612  -4.6259  5.4873
C  -1.6334  4.1773  -3.8846
C  1.1969  -1.3679  -4.1962
C  3.7619  -1.9468  -0.3836
C  5.5655  6.5394  6.4168
C  -5.7630  3.6953  -4.7710
C  6.7405  6.5114  7.2096
C  -3.6993  -0.8699  0.1226
C  3.3669  5.3842  5.6977
C  0.3124  4.4483  -2.2755
C  -1.5731  -6.0767  3.6823
C  -3.6707  -9.7333  -0.3475
C  -3.4313  3.6339  -5.3738
C  2.4974  6.4896  5.7095
C  -4.2573  -6.9501  -0.2330
C  -4.1270  -5.9780  2.6535
C  2.8694  -2.7816  -4.9706
C  -3.5931  -7.6171  0.8437
C  -4.6933  -9.7888  -2.6134
C  -0.2005  4.4358  -3.6148
C  8.3345  5.2375  8.5359
C  -5.0646  -0.8084  -2.0072
C  -3.2889  -9.0235  0.7473
C  3.7973  5.5463  -2.7302
H  -6.0092  -0.5849  -1.5114
H  -1.3961  3.3675  -5.8904
H  4.2355  4.6654  -2.2609
H  8.1691  4.8009  9.5208
H  -0.9164  3.9347  4.9339
H  -4.5000  -4.6233  4.2629
H  1.9869  4.9009  -0.9825
H  -4.5551  0.1466  -2.1352
H  -5.8741  3.8643  -5.8421
H  -4.7604  4.4639  -2.4949
H  0.3693  7.0603  5.2816
H  -5.1812  -7.4135  -2.1763
H  5.0673  -1.4499  -3.9464
H  -4.5276  -5.9045  -0.2300
H  -0.4566  -1.0826  -5.6147
H  -5.6924  -0.8624  -4.0842
H  0.7534  -3.2832  -8.2894
H  -1.4059  -5.1022  5.9666
H  1.1407  3.2175  4.4663
H  -4.4443  -2.0944  -3.6885
H  6.5857  -1.4037  -2.0028
H  2.8104  5.2662  -5.0012
H  2.6617  -3.5790  -7.0081
H  -1.3221  5.6590  4.7348
H  3.7689  6.3654  -2.0116
H  4.2894  3.5267  7.4256
H  -3.2140  -1.6768  0.6717
H  7.4817  7.2968  7.2284
H  -4.5264  -10.8540  -2.4531
H  3.5984  -2.3112  0.6198
H  4.3632  5.8262  -3.6187
H  3.5692  3.3227  5.0590
H  6.9330  -1.1509  0.1922
H  -2.9469  -9.5571  1.6218
H  -6.3675  4.4710  -4.3010
H  5.4360  7.3989  5.7758
H  6.2045  -2.7151  0.6201
H  8.8459  4.6481  7.7749
H  0.5030  4.5961  -5.6823
H  -5.7324  -9.7296  -2.9371
H  -3.0337  -4.7605  6.2444
H  6.4795  3.4905  8.5587
H  -6.0257  2.7192  -4.3634
H  0.5935  -1.5392  -8.2501
H  5.6204  -1.1950  1.3559
H  2.7229  7.4139  6.2206
H  3.8420  -3.1993  -4.7564
H  -0.6826  -2.6180  -7.5745
H  -3.5014  -10.7995  -0.3790
H  1.8333  -2.3099  -1.2555
H  -4.0208  -9.3900  -3.3729
H  -2.3388  4.8644  -1.9203
H  8.7915  6.2265  8.5718
H  -6.0149  -2.3626  -2.9767
H  -0.3405  4.2614  -1.4358
H  -1.1278  -7.4495  2.0824
H  -2.0350  -3.5959  5.2113
H  -3.8729  3.1786  -6.2480
H  0.8289  -0.7400  -3.3983
H  -0.7622  4.6275  3.3729
H  -5.1282  -5.9775  2.2486
H  -0.6270  -6.0776  4.2033

Atomic forces in eV per Å
1.22 -0.61 -0.14
1.26 0.47 1.14
1.12 0.04 -0.74
-1.37 0.44 -0.19
-2.57 -2.15 0.91
0.80 -0.78 -2.39
-0.72 1.58 1.91
-1.48 0.41 0.65
1.26 2.17 1.50
0.08 -0.96 1.05
-0.55 0.53 -1.24
0.38 0.63 -3.02
-2.92 0.60 -0.01
-0.14 -0.05 -0.29
-0.48 0.86 1.30
0.84 0.83 2.22
-0.41 0.33 -0.27
0.32 -0.98 0.78
-1.42 -1.62 -0.28
-0.47 -0.66 -0.83
-1.93 -0.69 0.70
0.23 0.17 0.01
0.34 0.44 0.31
1.17 -0.70 1.40
-0.19 1.02 -0.55
2.63 -1.18 0.71
-0.44 -0.49 -1.25
0.10 0.59 -0.07
-1.43 -2.50 1.19
0.18 -0.07 -1.41
-0.52 -0.11 -0.31
-0.21 0.87 1.69
-1.89 -0.12 -1.88
0.96 0.38 2.55
-0.03 0.20 -0.44
-0.34 -0.54 -1.02
1.41 1.09 0.49
0.65 -0.20 -1.58
1.00 0.67 -0.38
2.87 1.47 0.76
0.36 -0.37 -0.96
1.00 0.25 1.89
-0.52 -0.06 0.25
-1.19 0.11 -0.37
0.19 -0.36 -0.04
-0.28 -1.61 0.86
0.39 0.77 0.61
-1.13 -1.40 -1.21
1.24 2.62 -1.21
-0.47 0.47 -0.80
-2.04 0.05 -0.55
-1.91 -0.77 -1.05
-1.45 0.38 -1.12
0.72 -1.13 0.17
-0.46 -0.15 0.45
0.22 -2.51 0.17
0.37 0.18 -0.35
1.37 -0.50 0.17
-0.27 -0.57 -1.30
-0.08 -1.49 -0.47
1.05 -0.12 0.92
0.87 0.33 -0.55
1.42 -0.25 0.57
-0.84 2.24 0.75
0.06 -0.14 1.43
-0.07 -0.21 0.07
0.04 0.03 0.00
0.36 0.20 -0.02
0.45 -0.09 -0.22
0.16 0.24 0.39
0.18 0.37 0.04
-0.14 -0.18 0.08
0.05 0.17 -0.37
-0.01 -0.57 0.11
0.15 0.20 0.20
0.49 0.70 0.38
-0.04 0.23 0.05
0.14 -0.01 0.00
0.14 0.06 0.03
0.01 -0.20 -0.21
-0.48 -0.51 -0.02
0.19 0.00 0.22
0.24 0.29 -0.15
0.24 -0.13 -0.38
0.14 0.20 -0.11
0.07 0.15 0.12
-0.17 0.64 -0.12
0.01 -0.09 0.02
0.27 0.00 -0.04
0.38 0.06 -0.12
0.20 -0.22 0.08
0.02 -0.48 0.23
-0.13 0.18 -0.02
0.24 0.05 -0.27
-0.46 0.39 0.13
-0.47 -0.05 0.00
-0.02 -0.03 -0.28
-0.20 -0.09 -0.25
0.46 0.01 -0.09
0.15 -0.08 0.23
-0.29 0.08 0.08
0.39 0.08 0.48
1.00 -0.40 0.92
-0.22 0.22 -0.01
0.00 0.51 0.30
-0.34 0.46 -0.36
0.29 0.05 0.04
-0.16 0.01 -0.47
-0.12 0.05 0.14
-0.26 -0.10 -0.23
0.31 0.02 0.03
0.06 -0.58 -0.69
0.08 0.24 0.19
-0.09 -0.08 -0.43
-0.08 0.24 0.25
-0.11 -0.19 0.00
0.11 -0.01 -0.06
0.13 -0.23 0.35
-0.51 0.05 -1.01
-0.12 -0.29 -0.09
0.03 0.04 -0.13
-0.21 0.01 0.42
0.28 0.34 -0.36
-0.70 0.27 -0.31
0.13 0.43 -0.05
-0.20 0.40 0.34
0.10 -0.20 -0.25

(2)
The following is a quantum chemistry calculation of one molecule with the formula CHN3O2 in a non-equilibrium geometry, from OMol25.

ΔE to the lowest compared entry with this formula, charge and spin	97.9	kcal per mole
structure (SMILES)	O=c1nn[nH]o1
HOMO-LUMO gap	10.0	eV
E	-9613.159	eV

Geometry (Å):
O  0.2984  -0.9181  0.1157
O  2.3079  0.1335  -0.1049
N  -1.0366  0.7640  -0.0698
N  0.1037  1.3049  0.1083
N  -0.9576  -0.3461  -0.1450
C  1.1684  0.2198  0.0162
H  -1.8842  -1.1580  0.0795

Atomic forces in eV per Å
-0.20 -0.26 -0.79
2.60 0.33 -0.01
-0.14 13.14 1.37
3.78 1.70 -0.57
-3.31 -19.30 0.31
-6.55 1.05 0.74
3.81 3.34 -1.04

(3)
The following is a quantum chemistry calculation of one molecule with the formula C4H9NO2 in a non-equilibrium geometry, from OMol25.

ΔE to the lowest compared entry with this formula, charge and spin	69.4	kcal per mole
structure (SMILES)	C[C@@H](O)CNC=O
HOMO-LUMO gap	10.3	eV
E	-9877.050	eV

Geometry (Å):
O  -0.7493  1.0328  -1.0965
O  1.6630  1.8178  -0.2301
N  1.6266  -0.2593  0.6780
C  -0.6308  -0.2485  -0.5347
C  2.3083  0.8172  0.1903
C  0.1423  -0.2335  0.7997
C  -2.0507  -0.7669  -0.3351
H  -2.5765  -0.1610  0.4118
H  -0.1672  0.6567  1.3613
H  3.1260  1.4936  -0.1751
H  -2.0590  -1.8146  -0.0149
H  -0.0941  -0.9341  -1.2151
H  0.1090  1.4853  -0.9826
H  -2.5990  -0.6845  -1.2785
H  2.0873  -1.0870  1.0281
H  -0.1359  -1.1140  1.3936

Atomic forces in eV per Å
0.05 0.07 -0.15
-2.46 0.09 0.15
0.78 0.40 -0.22
0.00 -0.30 0.13
-1.48 1.95 -0.90
0.10 0.13 -0.02
0.01 -0.04 0.04
0.09 -0.07 -0.09
0.13 -0.10 -0.09
2.48 -2.92 1.25
0.02 0.14 -0.04
-0.06 0.12 0.05
-0.20 0.00 0.10
0.11 -0.01 0.15
0.22 0.36 -0.18
0.21 0.17 -0.18